No. 1
An isolated molecule of C6H13N at a distorted geometry. Source: OMol25; level of theory: the ωB97M-V functional and the def2-TZVPD basis.

Positions of all 20 atoms, in Å:
C 0.650 -1.005 -1.788
C 0.506 -0.583 -0.491
C 1.696 0.277 0.218
C 1.860 -0.370 1.574
C -0.892 -0.591 0.300
C -1.601 0.835 0.282
N -2.100 1.146 -1.082
H 0.210 -2.058 -1.947
H 1.123 -0.403 -2.639
H 1.532 1.435 -0.063
H 2.503 0.032 -0.490
H 0.937 -0.039 2.192
H 2.034 -1.422 1.563
H 2.698 0.118 2.244
H -0.579 -0.773 1.303
H -1.598 -1.373 -0.179
H -1.182 1.777 0.673
H -2.567 0.695 0.834
H -2.656 2.022 -1.103
H -2.573 0.278 -1.400

## Properties
Molar mass, g/mol: 99.18
Structure (SMILES): C=C(CC)CCN
Orbital gap, eV: 9.23
Largest force on an atom, hartree/bohr: 0.100

No. 2
A structure of composition C8H13NO2 at a distorted geometry. Source: OMol25; level of theory: the ωB97M-V functional and the def2-TZVPD basis.

Positions of all 24 atoms, in Å:
C -1.712 1.705 0.230
C -0.170 1.936 0.054
C 0.538 0.214 -1.901
C 1.632 -0.574 -1.087
C -0.372 0.958 -1.063
C 0.292 -1.251 0.666
C -1.077 -1.789 0.949
C 1.014 -0.497 1.690
N -1.722 0.894 -0.904
O -2.609 2.140 0.887
O 0.975 -1.643 -0.426
H 0.109 2.896 -0.234
H 0.418 1.525 0.887
H 1.056 0.862 -2.552
H 0.055 -0.421 -2.594
H 2.441 -1.012 -1.758
H 2.195 -0.014 -0.322
H -1.669 -1.495 0.038
H -1.443 -1.225 1.813
H -1.167 -2.850 1.115
H 0.415 0.206 2.233
H 1.921 -0.014 1.341
H 1.333 -1.081 2.470
H -2.455 0.530 -1.532

## Properties
Molar mass, g/mol: 155.20
Orbital gap (spin up / spin down), eV: 7.12 / 7.28
Largest force on an atom, hartree/bohr: 0.061

No. 3
An isolated molecule of C22H26N2O5S at a distorted geometry. Source: OMol25; level of theory: the ωB97M-V functional and the def2-TZVPD basis.

Positions of all 56 atoms, in Å:
O -3.884 -2.721 -0.758
C -3.413 -1.753 -0.188
C -1.978 -1.671 0.187
C -1.017 -2.001 -0.676
C 0.412 -1.900 -0.424
C 1.284 -1.782 -1.510
C 2.642 -1.627 -1.312
C 3.142 -1.606 -0.024
S 4.895 -1.334 0.241
O 5.592 -1.713 -0.952
O 5.259 -1.921 1.495
N 5.111 0.306 0.410
C 4.971 1.146 -0.755
C 3.575 1.775 -0.817
O 3.265 2.447 0.386
C 3.314 1.576 1.497
C 4.701 0.940 1.640
C 2.306 -1.762 1.067
C 0.946 -1.903 0.868
N -4.156 -0.666 0.145
C -5.575 -0.681 -0.129
C -6.422 -0.649 1.152
O -6.497 0.628 1.743
C -3.565 0.533 0.706
C -2.392 1.032 -0.104
C -1.249 1.512 0.521
C -0.173 1.962 -0.226
C -0.229 1.926 -1.608
C -1.369 1.459 -2.240
C -2.447 1.024 -1.493
H -1.754 -1.343 1.191
H -1.303 -2.298 -1.676
H 0.883 -1.800 -2.513
H 3.330 -1.539 -2.139
H 5.725 1.940 -0.696
H 5.171 0.526 -1.628
H 2.819 0.999 -1.012
H 3.529 2.532 -1.602
H 2.549 0.792 1.384
H 3.080 2.190 2.368
H 5.433 1.718 1.883
H 4.714 0.178 2.418
H 2.738 -1.786 2.055
H 0.294 -2.038 1.716
H -5.775 -1.609 -0.670
H -5.841 0.172 -0.767
H -7.427 -1.026 0.926
H -5.970 -1.298 1.905
H -7.011 1.209 1.172
H -3.257 0.361 1.745
H -4.343 1.300 0.731
H -1.200 1.535 1.600
H 0.707 2.343 0.268
H 0.613 2.270 -2.190
H -1.420 1.438 -3.318
H -3.333 0.657 -1.991

## Properties
Molar mass, g/mol: 430.53
Structure (SMILES): O=C(/C=C/c1ccc(S(=O)(=O)N2CCOCC2)cc1)N(CCO)Cc1ccccc1
Orbital gap, eV: 8.50
Largest force on an atom, hartree/bohr: 0.021

No. 4
A structure of composition C39H32Cl2CrF3GeO6P at a distorted geometry. Source: OMol25; level of theory: the ωB97M-V functional and the def2-TZVPD basis.

Positions of all 85 atoms, in Å:
Cr -0.258 -0.659 -0.232
O 0.539 2.653 2.274
Cl -0.303 1.425 2.380
O -1.300 1.588 3.479
O -0.854 1.172 0.047
O -0.777 -1.158 1.752
Cl 1.629 -4.323 -6.294
C 1.287 -3.735 -4.698
C 1.751 -4.452 -3.600
C 1.485 -4.004 -2.325
C 0.752 -2.819 -2.077
O 0.513 -2.441 -0.869
C 0.299 -2.085 -3.238
C -0.368 -0.850 -3.112
O -0.536 -0.217 -2.020
C 0.575 -2.576 -4.531
H 2.314 -5.358 -3.756
H 1.838 -4.571 -1.476
H -0.739 -0.356 -4.018
H 0.235 -2.006 -5.382
C 0.073 2.926 -5.302
C -1.229 2.475 -5.180
C -1.770 2.254 -3.924
C -1.024 2.483 -2.775
C 0.287 2.917 -2.910
C 0.830 3.144 -4.164
Ge -1.837 2.122 -0.960
C -1.975 3.780 0.133
C -1.456 5.014 -0.227
C -1.444 6.064 0.676
C -1.936 5.888 1.957
C -2.462 4.660 2.324
C -2.486 3.621 1.413
C -3.632 1.258 -1.233
C -3.739 -0.123 -1.327
C -4.974 -0.735 -1.454
C -6.122 0.035 -1.542
C -6.026 1.414 -1.477
C -4.794 2.018 -1.304
H 0.497 3.104 -6.281
H -1.821 2.299 -6.068
H -2.788 1.901 -3.830
H 0.881 3.074 -2.019
H 1.847 3.497 -4.265
H -1.042 5.146 -1.218
H -1.028 7.022 0.391
H -1.887 6.697 2.676
H -2.827 4.500 3.328
H -2.872 2.656 1.709
H -2.840 -0.732 -1.278
H -5.043 -1.814 -1.479
H -7.089 -0.441 -1.650
H -6.919 2.016 -1.558
H -4.725 3.095 -1.217
F -2.257 -2.333 0.591
C -1.964 -1.445 1.657
F -2.828 -0.403 1.386
F -2.529 -2.058 2.733
C 2.498 -0.353 2.734
P 1.842 -1.360 1.325
C 1.363 -2.885 2.208
C 1.475 -4.118 1.575
C 0.964 -5.260 2.163
C 0.321 -5.183 3.386
C 0.212 -3.961 4.029
C 0.730 -2.820 3.448
C 3.463 -1.857 0.623
C 3.836 -1.330 -0.607
C 5.078 -1.616 -1.146
C 5.960 -2.429 -0.453
C 5.593 -2.964 0.772
C 4.350 -2.682 1.306
H 3.200 -0.931 3.334
H 1.662 -0.014 3.339
H 2.999 0.520 2.319
H 1.946 -4.168 0.605
H 1.053 -6.211 1.659
H -0.113 -6.067 3.829
H -0.299 -3.890 4.978
H 0.596 -1.867 3.935
H 3.136 -0.688 -1.130
H 5.361 -1.201 -2.104
H 6.931 -2.658 -0.870
H 6.280 -3.598 1.316
H 4.064 -3.103 2.260

## Properties
Expectation value of S²: 8.77
Multiplicity: 6
Molar mass, g/mol: 880.16
Orbital gap (spin up / spin down), eV: 6.36 / 7.62
Total charge: -1
Largest force on an atom, hartree/bohr: 0.076

Electronic energy across the listed records, respectively: -291.03060 -517.70322 -1737.79896 -6639.54902 Ha.